[1]
DFT (ωB97M-V/def2-TZVPD) results for C47H58F5N8OP2Ti as an isolated structure.

Gap between HOMO and LUMO in eV: 7.35
Electronic energy in a.u.: -4370.471890
Charge: +1
Highest occupied orbital energy in Ha: -0.3758

Last column: Löwdin charge in e.
Positions of all 122 atoms, in Å:
Ti  0.38574  -1.05006  0.10180  0.72
P  -1.30039  0.86705  1.16448  0.99
P  0.73312  1.49486  -0.57624  0.96
F  1.32558  -4.21127  -0.74656  0.14
F  -0.54135  -5.29687  -0.63822  0.17
F  -0.68284  -2.64855  -1.56367  -0.03
F  0.40992  -4.60656  1.17320  0.15
F  -1.87329  -3.20588  0.20531  0.03
O  0.65830  -1.72499  -5.67091  0.09
N  1.50084  -1.10646  1.33213  -0.08
N  -1.90763  -2.59784  3.19774  -0.07
N  -2.39869  -2.34518  5.57904  -0.08
N  -4.20977  -2.73971  3.99995  -0.08
N  -2.63371  -4.51825  4.51645  -0.08
N  1.75925  -1.29128  -1.59605  -0.04
N  -0.27014  2.12799  0.63292  -0.49
N  2.08797  -0.02376  -6.10524  -0.05
C  3.82646  -0.80233  2.03186  -0.03
C  -1.36556  2.61717  -3.86423  -0.06
C  1.56324  0.07326  -7.47020  -0.19
C  -1.84104  1.47018  2.78245  -0.36
C  0.24997  2.37259  -2.08760  -0.34
C  -2.78664  0.93185  0.12647  -0.36
C  -2.25827  -3.79649  5.73263  -0.17
C  1.91787  -0.13477  3.50243  -0.04
C  2.99262  -1.77407  -1.41476  -0.10
C  -3.06969  -0.18721  -0.65259  -0.11
C  -4.62489  2.08927  -0.92371  -0.06
C  2.73449  2.73970  0.94083  -0.10
C  2.41111  2.06905  -0.23296  -0.36
C  -0.78871  3.82911  -4.22001  -0.07
C  3.43708  -1.72906  -3.75531  0.02
C  -0.65266  3.54478  0.63661  -0.11
C  -1.24763  2.37381  4.93709  -0.06
C  -3.58921  2.06863  -0.00543  -0.09
C  2.35294  -2.56231  3.06115  -0.03
C  -4.02179  -4.18192  4.19471  -0.17
C  2.76438  2.34948  -5.83084  -0.06
C  -4.11299  -0.17182  -1.56886  -0.06
C  0.15140  -4.29229  -0.09919  -0.60
C  -1.55738  -1.92644  4.45832  -0.18
C  0.83673  3.57923  -2.46484  -0.08
C  3.15843  0.88559  -5.71499  -0.20
C  1.35578  -1.02768  -2.84609  -0.07
C  5.05086  2.76511  0.29547  -0.07
C  0.31379  4.30560  -3.52440  -0.07
C  -0.84886  1.89338  -2.80152  -0.10
C  -0.59048  -2.95401  -0.17221  -0.37
C  4.73307  2.09127  -0.87769  -0.06
C  1.57562  -0.99997  -5.32481  -0.43
C  -3.79236  -2.06103  5.22919  -0.17
C  2.40343  -1.15202  2.47428  -0.67
C  4.05247  3.09061  1.20046  -0.06
C  -2.57524  2.29029  5.33838  -0.06
C  -3.32187  -2.31722  2.91728  -0.18
C  -0.88182  1.96521  3.66669  -0.11
C  -4.88371  0.97149  -1.70991  -0.06
C  -3.53413  1.80538  4.46397  -0.07
C  2.16101  -1.21228  -3.95101  -0.10
C  0.24830  0.83356  -7.55265  -0.06
C  -1.78421  -4.04839  3.42386  -0.18
C  -3.17033  1.39245  3.18915  -0.10
C  3.41857  1.74499  -1.14196  -0.10
C  3.85697  -2.01431  -2.46881  0.00
H  5.51125  1.83567  -1.58447  0.11
H  -1.19568  4.40055  -5.04331  0.11
H  -3.44506  -1.24312  2.75725  0.10
H  -0.49753  2.75483  5.61703  0.11
H  1.95907  2.97884  1.65746  0.09
H  -1.32029  0.95721  -2.52021  0.09
H  2.33690  0.54718  -8.07687  0.12
H  6.07704  3.03560  0.50290  0.11
H  3.27038  -1.98224  -0.39429  0.10
H  3.83808  0.10949  1.43210  0.06
H  0.76875  5.24548  -3.80679  0.11
H  4.29867  3.61508  2.11398  0.11
H  -2.86043  2.60587  6.33281  0.11
H  4.45664  -0.64433  2.90892  0.09
H  4.83665  -2.42470  -2.27176  0.12
H  -4.31226  -4.70444  3.28112  0.13
H  2.71956  -3.29511  2.34230  0.08
H  -1.35188  3.77151  -0.17203  0.08
H  -0.74310  -4.28225  3.65629  0.12
H  0.34055  -0.66766  -2.96480  0.12
H  -1.10693  3.80121  1.59330  0.08
H  -0.12308  0.82513  -8.57705  0.08
H  -4.43669  -2.38595  6.04855  0.13
H  -2.06253  -4.57140  2.50841  0.12
H  1.99772  0.87619  3.10030  0.06
H  -3.60861  -2.83945  2.00368  0.12
H  -0.49715  0.35357  -6.92040  0.07
H  -4.66657  -4.51656  5.00983  0.13
H  -5.69948  0.99004  -2.42005  0.11
H  4.27472  -1.61215  1.45564  0.07
H  1.69469  3.96096  -1.92546  0.11
H  0.35995  1.87145  -7.24075  0.06
H  -3.41020  2.93842  0.61405  0.11
H  -1.65462  -0.84606  4.32984  0.11
H  -3.92834  1.00751  2.51996  0.10
H  -1.21922  -4.02871  5.97696  0.13
H  3.17674  1.22273  -2.06307  0.10
H  3.56709  2.97857  -5.44559  0.08
H  0.23511  4.16344  0.50376  0.08
H  -3.90929  -0.98375  5.09804  0.11
H  2.58525  2.64011  -6.86522  0.07
H  1.32873  -2.83023  3.31880  0.06
H  -2.89334  -4.12961  6.55573  0.13
H  0.87816  -0.33012  3.76786  0.06
H  -0.51670  -2.15788  4.69962  0.11
H  -2.21866  2.23640  -4.40922  0.11
H  2.96950  -2.62014  3.95968  0.09
H  4.08743  -1.90604  -4.60290  0.14
H  -4.32354  -1.05335  -2.15908  0.12
H  0.15211  2.03243  3.35691  0.08
H  4.03787  0.68184  -6.33496  0.13
H  -4.56928  1.74176  4.77161  0.11
H  1.86149  2.55036  -5.25291  0.06
H  2.52351  -0.19334  4.40827  0.10
H  -5.23864  2.97453  -1.02305  0.11
H  1.42002  -0.94162  -7.84007  0.12
H  -2.50059  -1.10366  -0.53572  0.07
H  3.43602  0.66928  -4.68580  0.10

[2]
DFT (ωB97M-V/def2-TZVPD) results for C47H59BN9O3S3Zr as an isolated structure in a non-equilibrium geometry.

Gap between HOMO and LUMO in eV: 6.19
Electronic energy in a.u.: -3810.750822
Charge: +3
Highest occupied orbital energy in Ha: -0.5410

Last column: Löwdin charge in e.
Positions of all 123 atoms, in Å:
Zr  0.25026  -1.65792  2.02542  1.43
S  2.36310  -0.32021  0.73883  0.78
S  1.22303  0.25310  3.67962  0.75
S  -1.94548  -0.22813  1.86418  0.79
O  1.98644  -2.75906  2.40880  -0.25
O  -0.88532  -1.82348  4.08132  -0.35
O  -0.10228  -1.86549  0.14156  -0.32
N  -0.63578  -3.59176  2.15235  -0.10
N  -1.58752  1.85313  0.19516  0.05
N  -0.53511  -4.48718  1.23904  0.14
N  0.57704  1.83935  1.65188  0.11
N  0.70425  2.90377  0.83579  0.25
N  3.79668  -3.90657  1.60306  -0.12
N  -1.96172  2.93691  -0.50336  0.20
N  -0.03665  1.16525  -1.99223  0.20
N  0.59486  0.92850  -0.82585  0.06
C  0.47916  5.53253  -0.54174  -0.02
C  -4.83164  0.19876  1.07811  -0.05
C  1.79337  0.30362  -0.73842  -0.56
C  -5.10846  4.51101  -1.73192  -0.05
C  -0.22103  -6.72455  -0.38988  -0.01
C  -1.84196  -5.79389  4.90746  -0.04
C  0.34811  -3.93247  -2.76837  0.04
C  5.04704  -4.59588  1.93474  0.01
C  2.47257  2.91073  4.63309  -0.03
C  -2.79022  4.70858  -2.62631  -0.03
C  -2.44384  0.98378  0.76224  -0.51
C  -3.23369  3.16436  -0.69595  -0.17
C  -1.43883  -5.40423  3.64473  0.01
C  1.78421  4.92704  -0.01072  -0.52
C  -1.09247  -4.07700  3.40559  -0.18
C  -1.68524  1.27007  -4.14083  -0.04
C  0.27929  -6.36761  -3.11047  0.00
C  1.49112  3.91952  1.07680  -0.08
C  1.89587  2.88879  3.26268  -0.19
C  0.35374  2.38729  -5.08349  -0.02
C  3.28909  -4.06837  0.24637  0.01
C  3.13574  -3.27848  2.53034  -0.21
C  2.54969  0.16893  -1.94612  -0.24
C  0.24897  -2.82515  -1.97145  0.02
C  2.06684  3.91843  2.37788  0.12
C  -3.34853  5.59515  -0.33724  -0.02
C  2.70396  6.03516  0.49889  -0.04
C  -3.83665  1.15935  0.51502  -0.23
C  0.10845  -7.63009  -2.60831  -0.04
C  -1.58078  -3.53297  5.70272  0.00
C  3.95904  -0.32237  -1.88953  -0.04
C  -3.62382  4.47817  -1.36013  -0.53
C  0.56911  0.91075  -3.11461  -0.21
C  -1.40450  -0.83691  5.01031  -0.10
C  -4.20434  2.24436  -0.22389  0.11
C  -0.18895  1.11557  -4.41166  -0.54
C  1.92897  0.49024  -3.11380  0.08
C  -0.17834  -4.24735  -0.02889  -0.14
C  2.47488  4.14398  -1.14716  -0.01
C  0.19322  -5.24488  -2.26178  -0.16
C  -1.18978  -3.14629  4.43507  -0.20
C  0.03624  -0.09811  -5.32492  -0.03
C  -0.13790  -7.80512  -1.23933  -0.03
C  -0.00314  -2.95050  -0.59668  -0.28
C  -1.90211  -4.86257  5.93428  -0.03
C  1.18292  1.70550  2.82668  -0.63
C  -0.07247  -5.42170  -0.88369  -0.10
B  -0.08145  1.69928  0.30006  -0.63
H  0.18660  3.26049  -4.44940  0.09
H  2.87659  6.75165  -0.30263  0.11
H  1.08079  -0.21532  -5.61538  0.08
H  5.73727  -4.51301  1.09990  0.10
H  -3.68006  6.55053  -0.74378  0.10
H  -2.28556  5.66213  -0.11264  0.06
H  4.00698  -1.29470  -1.39864  0.07
H  0.35001  -1.82835  -2.38174  0.10
H  2.66104  4.76874  2.67933  0.13
H  -5.30970  5.43839  -2.26644  0.10
H  -3.89339  5.41747  0.59236  0.10
H  -3.00571  5.70000  -3.02434  0.10
H  3.24057  2.14045  4.73433  0.10
H  -2.10237  0.35495  -3.71435  0.09
H  -1.64283  -2.82316  6.51386  0.12
H  -3.04753  3.97771  -3.39359  0.08
H  -5.83709  0.44498  0.74579  0.10
H  3.62795  -3.23120  3.50214  0.17
H  -5.38950  3.68737  -2.39154  0.10
H  -0.26663  -8.80499  -0.84705  0.12
H  4.57263  0.35797  -1.29565  0.10
H  4.85543  -5.65101  2.12968  0.11
H  0.47825  -6.21596  -4.16411  0.13
H  -5.25132  2.42071  -0.42288  0.13
H  2.60985  -3.25788  0.00738  0.06
H  -1.37477  0.12346  4.51379  0.03
H  0.15710  -8.48893  -3.26317  0.12
H  -0.79225  -0.81267  5.90893  0.11
H  4.38749  -0.39985  -2.88607  0.10
H  2.25101  6.58035  1.32874  0.10
H  -0.23251  4.75653  -0.82316  0.04
H  2.79726  4.84376  -1.91746  0.11
H  4.12580  -4.04163  -0.44798  0.11
H  -0.30170  -1.01860  -4.84180  0.08
H  3.67749  5.65156  0.80971  0.10
H  -1.39273  -6.11165  2.83127  0.11
H  -2.21439  -5.16486  6.92422  0.13
H  -0.54256  0.02812  -6.23936  0.10
H  1.77972  3.43404  -1.60295  0.07
H  0.02061  6.18227  0.20538  0.10
H  -2.20536  1.47899  -5.07532  0.10
H  3.35590  3.60457  -0.79088  0.10
H  -2.43591  -1.08602  5.24971  0.12
H  2.77859  -5.02758  0.13739  0.11
H  -0.16399  2.54856  -6.02878  0.10
H  2.46263  0.39860  -4.05055  0.14
H  5.50726  -4.15177  2.81424  0.11
H  -4.80487  0.22621  2.16897  0.09
H  -1.86656  2.08515  -3.44478  0.05
H  -2.10876  -6.82463  5.09354  0.12
H  0.69991  6.13928  -1.41988  0.11
H  -4.59516  -0.82253  0.77773  0.09
H  -1.72227  4.64386  -2.41711  0.06
H  0.54962  -3.80823  -3.82642  0.13
H  -0.40818  -6.87689  0.66238  0.10
H  1.42184  2.31117  -5.29721  0.09
H  2.91058  3.87773  4.86607  0.10
H  1.70203  2.67648  5.36951  0.10
H  -5.75241  4.50253  -0.85067  0.09

Calculated ΔE to the lowest compared entry with this formula, charge and spin in order - 0.369 0.940 eV